1.
A single C4H6P2 molecule. Source: the OMol25 dataset; level of theory: wB97M-V/def2-TZVPD.

Positions of all 12 atoms, in Å:
C1 -1.2138 0.8041 -0.1004
C2 -1.3237 -0.5811 -0.1231
C3 -0.0960 1.5365 -0.0435
C4 2.0402 -0.8342 -0.2247
P1 1.5421 0.7824 0.1511
P2 0.2937 -1.4724 0.1837
H1 -2.0965 1.2740 -0.4043
H2 -2.1424 -1.1899 -0.3961
H3 -0.2177 2.6862 -0.0908
H4 2.7130 1.7346 -0.1198
H5 0.5145 -1.9802 1.5246
H6 -0.0135 -2.7600 -0.3567

Properties
E, eV: -22816.7217
Frontier orbital gap (spin up / spin down), eV: 6.83 / 6.83
Total charge: 0
Maximum force, eV/Å: 4.79
Lowest unoccupied orbital energy (spin up / spin down), eV: -0.48 / -0.48
Energy above the lowest of the compared OMol25 structures with the same formula, charge and spin, kcal per mole: 98.6



2.
A molecular structure, C7H12CuIN4O3. Source: the OMol25 dataset; level of theory: wB97M-V/def2-TZVPD.

Positions of all 28 atoms, in Å:
Cu1 1.3247 -1.3244 0.6402
C1 -2.1747 -1.2548 -1.9675
C2 -0.8871 -1.4880 -1.2503
N1 -0.3002 -0.7837 -0.2564
O1 -1.0579 0.4177 -0.1382
C3 0.0480 -2.4502 -1.6914
C4 -0.2290 -3.4643 -2.7661
N2 1.1401 -2.5996 -0.9071
O2 2.1636 -3.1287 -1.3566
H1 -2.5331 -0.3265 -1.5044
H2 -2.8903 -2.1358 -1.8378
H3 -2.0527 -1.0041 -3.0466
H4 -0.5752 0.8925 0.6111
H5 -0.2996 -2.9951 -3.8145
H6 -1.2554 -3.9703 -2.5803
H7 0.5708 -4.1727 -2.7401
N3 3.9574 -0.2028 1.5549
C5 2.9768 -0.7232 1.2104
H8 4.8338 0.1563 1.8906
N4 -1.0973 3.3660 0.9022
C6 -0.3590 2.8333 1.9792
O3 -0.1390 1.5878 1.8388
C7 0.2625 3.5936 3.0910
I1 1.5109 5.4385 2.7538
H9 -1.5975 4.1585 1.2867
H10 -1.7459 2.5943 0.6095
H11 0.9197 2.9929 3.6947
H12 -0.5144 3.9929 3.7941

Properties
E, eV: -72285.5717
Frontier orbital gap (spin up / spin down), eV: 8.07 / 7.00
Total charge: +1
Maximum force, eV/Å: 5.84
Multiplicity: 2
Lowest unoccupied orbital energy (spin up / spin down), eV: -4.20 / -5.22
<S²>: 0.85
Energy above the lowest of the compared OMol25 structures with the same formula, charge and spin, kcal per mole: 33.6



3.
A molecular structure, C31H38BrN2O8PSTeTi. Source: the OMol25 dataset; level of theory: wB97M-V/def2-TZVPD.

Positions of all 84 atoms, in Å:
Ti1 -1.1052 -0.9270 1.2833
C1 -1.9172 -1.0908 3.3712
C2 -0.9147 -0.2580 3.9758
C3 -1.4231 1.0205 4.0825
C4 -2.7615 1.0235 3.6050
C5 -3.0778 -0.2505 3.1865
H1 -1.9532 -2.1646 3.4865
H2 0.0732 -0.5752 4.2766
H3 -0.8846 1.8875 4.4375
H4 -3.3996 1.8923 3.5422
H5 -4.0277 -0.5918 2.8059
Br1 -3.9633 -0.1209 -0.0429
C6 -3.4666 -1.0190 -1.6360
C7 -4.4318 -1.1351 -2.5948
C8 -4.1311 -1.7470 -3.8251
C9 -2.8672 -2.2014 -4.0554
C10 -1.8582 -2.0802 -3.0696
C11 -0.5490 -2.5423 -3.3562
C12 0.4411 -2.4118 -2.4349
C13 0.1495 -1.8437 -1.1712
C14 -1.1046 -1.4097 -0.8089
C15 -2.1378 -1.4921 -1.8021
H6 -5.4210 -0.7386 -2.4123
H7 -4.9002 -1.8334 -4.5811
H8 -2.6066 -2.6544 -5.0043
H9 -0.3566 -2.9835 -4.3269
H10 1.4499 -2.7473 -2.6495
H11 0.9779 -1.7754 -0.4803
C16 3.5360 3.9202 -2.2232
C17 3.7628 2.4870 -1.8295
C18 2.8090 1.5177 -2.1349
C19 3.0266 0.1883 -1.8243
C20 4.2060 -0.1763 -1.1893
C21 5.1622 0.7725 -0.8567
C22 4.9325 2.1006 -1.1801
S1 4.5321 -1.8725 -0.8680
O1 4.1926 -2.6692 -2.0132
O2 5.8455 -1.9644 -0.2920
N1 3.3828 -2.2648 0.2590
C23 3.5760 -1.7549 1.6183
C24 2.4365 -2.2537 2.4930
C25 1.1042 -1.8110 1.9642
O3 0.1096 -2.5845 1.9022
O4 0.9301 -0.6216 1.5670
H12 2.4847 4.1001 -2.4475
H13 4.1114 4.1595 -3.1204
H14 3.8545 4.6069 -1.4380
H15 1.8804 1.8080 -2.6097
H16 2.2881 -0.5572 -2.0823
H17 6.0750 0.4612 -0.3679
H18 5.6771 2.8472 -0.9297
H19 3.2469 -3.2709 0.2092
H20 3.5476 -0.6652 1.5705
H21 4.5380 -2.0609 2.0355
H22 2.5449 -1.8464 3.5011
H23 2.4353 -3.3416 2.5750
C26 -1.7436 -4.5022 0.0215
C27 -2.7895 -3.5760 0.5536
N2 -4.0724 -3.8917 0.3430
O5 -2.5267 -2.5402 1.1776
H24 -2.1359 -5.4999 -0.1651
H25 -0.9170 -4.5396 0.7276
H26 -1.3617 -4.0821 -0.9117
H27 -4.3295 -4.6988 -0.1953
H28 -4.7785 -3.2197 0.5996
C28 2.5116 3.9236 1.3033
C29 1.1675 3.8961 0.6161
O6 0.5905 2.6041 0.8472
P1 -0.8747 2.2739 0.3190
O7 -1.0980 0.8849 0.9558
Te1 -1.1458 2.4096 -1.9890
O8 -1.7981 3.2534 1.1669
C30 -2.6892 4.2489 0.6276
C31 -4.0919 3.7016 0.5126
H29 2.9989 4.8850 1.1336
H30 3.1495 3.1305 0.9128
H31 2.3950 3.7768 2.3770
H32 1.2596 4.0512 -0.4612
H33 0.5001 4.6631 1.0184
H34 -2.3198 4.5746 -0.3460
H35 -2.6354 5.0836 1.3263
H36 -4.1201 2.9002 -0.2256
H37 -4.7718 4.4931 0.1930
H38 -4.4342 3.3118 1.4719

Properties
E, eV: -172704.1011
Frontier orbital gap, eV: 7.06
Total charge: 0
Maximum force, eV/Å: 0.27
Lowest unoccupied orbital energy, eV: -0.36
Energy above the lowest of the compared OMol25 structures with the same formula, charge and spin, kcal per mole: 23.5